ORCA calculation (ωB97M-V/def2-TZVPD) on one molecule with the formula C2H6NP in a non-equilibrium geometry.

Values from the calculation:
energy relative to the best compared isomer or geometry (same formula, charge and spin): 27.5 kcal per mole
highest occupied orbital energy (alpha / beta): -4.9 / -8.6 eV
LUMO level (alpha / beta): 0.99 / -2.15 eV
molar mass: 75.05 g mol⁻¹
<S²>: 2.0089
multiplicity: 3
gap between HOMO and LUMO (alpha / beta): 5.932 / 6.504 eV

CARTESIAN COORDINATES (ANGSTROEM)
C: 0.54840 -1.56526 0.71966
C: 0.25381 1.72473 -0.56184
N: -0.50196 0.98219 0.13511
P: -0.70603 -0.64817 0.05317
H: 1.46625 -1.45062 0.14926
H: 0.68548 -1.37443 1.77783
H: 0.56083 1.51289 -1.58878
H: 0.56975 2.67245 -0.14596
H: -0.97012 -1.07280 -1.24860
H: -1.90640 -0.78099 0.71016

Cartesian forces (eV/Å) of the 3 atoms listed first:
C 1.99 -0.20 0.68
C 3.80 3.06 -3.20
N -3.81 -5.66 3.46